[1]
{
  "formula": "C24H29N5O4S",
  "method": "ωB97M-V with the def2-TZVPD basis set",
  "symbols": ["S", "O", "O", "O", "O", "N", "N", "N", "N", "N", "C", "C", "C", "C", "C", "C", "C", "C", "C", "C", "C", "C", "C", "C", "C", "C", "C", "C", "C", "C", "C", "C", "C", "C", "H", "H", "H", "H", "H", "H", "H", "H", "H", "H", "H", "H", "H", "H", "H", "H", "H", "H", "H", "H", "H", "H", "H", "H", "H", "H", "H", "H", "H"],
  "coordinates": [[-1.7973, 1.2081, -2.3999], [4.0800, 1.3595, 1.2466], [-3.5962, -2.0608, 1.3005], [-3.5853, -2.0385, -0.6395], [-1.3478, 1.5921, 0.9791], [1.0828, 2.0288, -1.7235], [0.7034, 0.6447, -1.5821], [1.3193, -1.6328, -1.3574], [-3.5691, 2.1097, 0.4316], [-4.7882, -0.3481, 0.1387], [-0.6375, 0.1523, -1.8899], [-0.7264, -1.0327, -2.1181], [-2.5123, -2.9493, 1.5240], [-1.2025, -2.3847, 1.7254], [-4.5028, 1.9540, -0.6569], [-3.9589, -1.5070, 0.2715], [0.1148, -3.5761, -1.7871], [0.1674, -1.9939, -1.5699], [4.0023, -0.0221, -0.4587], [4.5084, -1.2182, -1.2447], [4.7196, 0.5690, 0.7497], [-2.2788, 2.1371, 0.1178], [2.7048, 0.5366, -0.7765], [-4.9059, 0.4906, -0.9768], [5.8771, -0.2419, 1.0584], [5.7931, -1.6950, -0.7443], [6.4280, -1.3426, 0.2927], [-1.6897, 2.6924, -1.0708], [1.4717, -0.2262, -1.0497], [-5.1010, 0.3625, 1.3948], [4.6605, 1.8559, 2.8541], [-3.9370, 1.3720, 1.6917], [2.2727, 1.8105, -0.8585], [3.1667, 2.8000, -0.8638], [-0.9623, -1.7885, 0.6954], [-3.1872, 1.0143, 2.2746], [-4.0654, 2.3225, -1.4018], [-2.8824, -3.5434, 2.3914], [4.8979, 0.9617, 3.4824], [0.0869, -3.9384, -2.7735], [-4.2227, -0.0550, -1.6055], [-0.7266, 2.8455, -0.8989], [-1.9281, -1.4397, -2.3039], [-5.0250, -0.2667, 2.3438], [-4.4009, 2.1897, 2.2203], [-0.4766, -3.2718, 1.6338], [0.7482, -3.9504, -1.3164], [6.3198, 0.2731, 2.1432], [-2.6051, -3.4800, 0.6113], [-2.3138, 3.4430, -1.5564], [3.1926, 3.4480, 0.1523], [-0.8985, -3.8992, -1.3548], [-1.1175, -1.7555, 2.6082], [-5.7835, 0.4700, -1.3626], [5.6013, 2.3687, 2.3912], [4.2185, 2.7531, -1.0891], [-5.3480, 2.5594, -0.0167], [-5.8962, 0.7690, 1.6873], [3.8536, 2.6974, 3.0945], [6.1272, -2.6962, -1.3050], [3.8849, -1.5264, -2.0306], [7.3128, -1.6635, 0.6274], [2.6598, 3.7538, -1.3501]],
  "atomic_forces_ev_per_a": [[-1.8592, 3.8481, 0.0150], [-6.3004, 11.5681, 11.5469], [-1.1513, 1.8547, 10.7682], [3.1288, -3.9181, -12.7509], [-4.2143, 2.6024, -3.7130], [2.0197, -4.9638, 4.7353], [-5.9960, 3.2779, -2.0300], [4.7325, 3.7443, 4.3785], [1.8979, -2.4379, 0.4796], [-1.4108, -1.0780, 6.0874], [4.7423, 9.7641, 1.0217], [-7.6222, -12.2583, -0.0717], [-2.7097, -1.6892, 0.0427], [2.6627, 0.9357, -3.3537], [-5.3280, -1.7569, 8.5629], [-3.0602, 5.3164, 0.6829], [-12.9169, 7.3403, -4.7127], [-1.4070, -4.2056, -4.5660], [1.9280, -2.7171, -1.2235], [1.3408, 5.0985, 5.5722], [7.6224, -15.0659, -10.0576], [5.2637, -3.5963, 5.8930], [-2.6649, -3.5696, 1.0544], [6.3010, -0.1601, 1.6082], [0.0933, 3.6538, 3.5195], [-4.1763, -5.8059, -8.3059], [-1.4265, 5.8886, 5.0080], [-4.7278, -2.0734, -3.0451], [5.4573, -1.9975, -1.3313], [9.0937, -4.0101, 1.0841], [-0.2101, 2.2630, -3.7777], [-3.9103, 2.3816, -2.4034], [-3.2648, -1.6061, -4.5764], [1.9440, 11.0357, 2.3792], [-0.3379, -0.8451, 2.7160], [2.5906, -1.1083, 0.7821], [2.3942, 3.7860, -6.4152], [0.3998, 0.2346, -0.6829], [-0.8018, 0.9454, -0.6325], [0.1334, 0.1204, -1.5374], [0.4183, 0.7226, -1.3757], [4.0651, 1.1686, 0.2900], [3.6835, 1.0286, 0.3241], [0.2810, -0.3280, -1.5597], [-0.2439, 0.2457, 0.9595], [-0.8227, 1.4119, 0.7420], [10.2782, -5.7199, 7.4613], [-0.3741, -2.2962, -3.2290], [0.8068, -1.5289, -0.6274], [0.5203, 0.2639, -0.0274], [0.0855, -1.8471, -1.2659], [1.2310, 0.2048, -0.4775], [0.3814, -0.0949, -0.1154], [-5.9951, -0.0555, -2.5552], [-1.5507, -0.9163, 1.5425], [0.1464, -0.6931, -0.5180], [0.6952, -1.2100, -3.1706], [-7.4917, 3.4699, 0.1009], [1.7372, -2.4885, -0.2224], [-0.3258, 2.3260, 1.0748], [-0.2035, -0.8351, -0.9180], [3.1040, -1.7407, 0.9826], [1.3237, -1.8839, -0.1668]],
  "lumo_ev": 0.29,
  "gap_ev": 7.48,
  "e_above_lowest_kcal_mol": 467.24,
  "homo_ev": -7.20
}

[2]
{
  "formula": "C24H29N6O4Pd",
  "method": "ωB97M-V with the def2-TZVPD basis set",
  "symbols": ["Pd", "O", "O", "O", "O", "N", "N", "N", "N", "N", "N", "C", "C", "C", "C", "C", "C", "C", "C", "C", "C", "C", "C", "C", "C", "C", "C", "C", "C", "C", "C", "C", "C", "C", "C", "H", "H", "H", "H", "H", "H", "H", "H", "H", "H", "H", "H", "H", "H", "H", "H", "H", "H", "H", "H", "H", "H", "H", "H", "H", "H", "H", "H", "H"],
  "coordinates": [[1.0604, -0.9541, -0.0049], [-0.9087, -0.6273, 0.0406], [-0.9274, -2.8507, -0.1608], [-4.9893, 1.8705, 0.1637], [-6.9056, 0.8918, 0.1301], [-0.4807, 2.9399, -0.1729], [3.0521, -1.5000, -0.1028], [-5.6947, 0.8821, 0.1458], [1.1364, -1.5927, 2.0038], [-1.0171, 3.3153, 2.1107], [1.1142, 0.1012, -1.7350], [1.2338, 3.7391, -2.5131], [3.2286, -2.4017, -1.2643], [0.6396, 1.7319, -3.8819], [3.3157, -2.2564, 1.1503], [0.8890, 4.4899, -1.4637], [0.4254, 0.3621, -3.9926], [-5.0215, -0.4337, 0.0848], [1.0640, 2.2831, -2.6814], [-1.5146, -1.7786, -0.0562], [3.9948, -0.3703, -0.2303], [-3.0092, -1.6955, -0.0153], [0.1986, 4.0929, -0.2155], [-5.1458, -2.8081, 0.0168], [0.2564, 4.9223, 0.8974], [0.6442, -0.4305, -2.8911], [-0.3668, 4.4751, 2.0523], [-3.7614, -2.8656, -0.0305], [-5.7916, -1.5819, 0.0762], [0.5491, -2.9028, 2.3582], [-3.6431, -0.4620, 0.0385], [-1.0571, 2.6189, 0.9780], [0.4712, -0.5428, 2.8105], [1.3274, 1.4055, -1.6337], [2.5933, -1.5884, 2.2891], [2.9103, -0.5507, 2.3862], [0.4522, -1.4924, -2.8527], [-0.5240, -2.8704, 2.2045], [2.9362, -3.2666, 1.0045], [-0.3415, 5.0640, 2.9623], [0.7758, 5.8703, 0.8700], [-3.0796, 0.4593, 0.0322], [2.8033, -2.0886, 3.2383], [0.9484, -3.6874, 1.7226], [1.6947, 1.7712, -0.6883], [3.0925, -1.8346, -2.1822], [3.7818, 0.1775, -1.1444], [3.8952, 0.3038, 0.6178], [-6.8684, -1.5045, 0.1136], [-0.5866, -0.5208, 2.5640], [1.6829, 4.2478, -3.3596], [4.3910, -2.3255, 1.3335], [0.9020, 0.4297, 2.5804], [1.1295, 5.5459, -1.5172], [4.2339, -2.8327, -1.2583], [0.0676, -0.0750, -4.9138], [-3.2441, -3.8145, -0.0817], [2.4887, -3.1992, -1.2212], [0.5966, -0.7521, 3.8760], [5.0206, -0.7463, -0.2711], [-5.7281, -3.7191, 0.0066], [0.7649, -3.1215, 3.4073], [-1.5974, 1.6758, 0.9989], [0.4421, 2.3779, -4.7291]],
  "atomic_forces_ev_per_a": [[0.3479, 0.0263, 0.4463], [-0.0634, -0.1047, 0.1206], [-0.0797, 0.0053, -0.1531], [0.0380, 0.0090, 0.1209], [-0.0280, -0.0205, 0.1232], [0.0030, 0.0311, 0.0114], [0.2017, -0.0261, -0.1130], [0.0110, -0.0106, -0.3474], [-0.0220, 0.1422, -0.0045], [0.0227, 0.0633, -0.0188], [-0.3982, -0.5381, -0.5169], [-0.0307, 0.0080, 0.0167], [0.0275, 0.0295, 0.0013], [-0.0057, 0.0882, -0.0198], [0.0205, -0.0294, -0.0429], [-0.0218, -0.0472, 0.0228], [-0.0017, -0.0498, 0.0419], [-0.0087, 0.0459, 0.0885], [0.0045, -0.0010, 0.0509], [-0.1131, 0.1956, -0.1081], [-0.0124, 0.0063, 0.0361], [0.0075, -0.0095, -0.0110], [-0.0027, -0.0661, -0.0378], [-0.0218, -0.0067, -0.0085], [-0.0285, -0.0222, 0.0222], [0.2237, 0.3788, 0.5788], [-0.0196, -0.0288, -0.0186], [0.0098, -0.0156, 0.0067], [-0.0085, -0.0137, 0.0106], [-0.0412, -0.0014, -0.0410], [0.0234, 0.0352, 0.0050], [0.0400, -0.0537, -0.0256], [-0.0295, -0.0513, 0.0386], [-0.1043, 0.0744, -0.3091], [-0.0447, -0.0308, 0.0611], [0.0274, 0.0276, 0.0150], [-0.0566, -0.0569, -0.1927], [0.0363, -0.0133, -0.0004], [0.0201, -0.0285, 0.0332], [0.0030, -0.0060, -0.0047], [-0.0037, -0.0029, 0.0026], [-0.0627, -0.0657, -0.0124], [-0.0267, -0.0134, 0.0227], [-0.0080, -0.0097, -0.0077], [0.0553, 0.0008, 0.0504], [0.0060, 0.0042, -0.0070], [-0.0111, 0.0025, -0.0051], [-0.0056, 0.0017, 0.0042], [0.0089, 0.0017, 0.0013], [-0.0059, -0.0075, 0.0079], [-0.0066, 0.0131, 0.0065], [0.0133, 0.0097, -0.0065], [0.0137, 0.0133, -0.0095], [0.0034, -0.0042, -0.0108], [-0.0048, 0.0034, 0.0063], [0.0034, -0.0002, 0.0127], [-0.0047, 0.0092, 0.0023], [0.0015, -0.0039, 0.0097], [0.0032, -0.0070, 0.0209], [0.0095, 0.0065, -0.0016], [0.0044, 0.0024, -0.0004], [0.0158, 0.0033, 0.0204], [0.0634, 0.1120, -0.0021], [0.0130, -0.0035, 0.0168]],
  "lumo_ev": -2.97,
  "gap_ev": 8.84,
  "e_above_lowest_kcal_mol": 5.52,
  "homo_ev": -11.81,
  "charge": 1
}